# 1
Molecular formula: C32H41As2IrN5S
Method: DFT, the ωB97M-V functional and the def2-TZVPD basis

Last column: Mulliken charge in e.
Positions of all 82 atoms, in Å:
Ir1 0.8157 0.0606 -1.7349  0.201
C1 3.5229 -0.6282 -4.9951  -1.812
C2 2.3970 -0.2741 -4.0884  1.102
N1 2.4904 -0.3268 -2.7967  1.097
N2 3.6724 -0.6945 -2.2194  -1.488
C3 3.6521 -0.5746 -0.9158  0.371
N3 4.7561 -0.8857 -0.2333  -0.336
S1 2.2553 -0.0672 0.0600  -0.394
C4 1.1094 0.2491 -4.6133  0.566
C5 0.9087 0.4988 -5.9573  -0.907
C6 -0.2728 1.1042 -6.3715  -0.599
C7 -1.2129 1.4631 -5.4254  -1.110
C8 -0.9568 1.1836 -4.0925  0.154
N4 0.1628 0.5814 -3.6930  0.173
H1 4.2312 -1.2691 -4.4799  0.406
H2 4.0562 0.2726 -5.3098  0.350
H3 3.1548 -1.1297 -5.8888  0.486
H4 5.6148 -1.0535 -0.7341  0.251
H5 4.8037 -0.7273 0.7587  0.202
H6 1.6728 0.2437 -6.6761  0.379
H7 -0.4413 1.3038 -7.4210  0.457
H8 -2.1355 1.9537 -5.6998  0.493
H9 -1.6656 1.4532 -3.3230  0.445
C9 -1.0183 4.8891 -0.3322  -0.608
C10 -2.2155 4.1878 -0.4581  -0.944
C11 -2.2126 2.8193 -0.6147  -0.366
C12 -0.9884 2.1060 -0.6357  1.130
C13 0.2167 2.8368 -0.5173  -0.255
C14 0.1969 4.2054 -0.3737  -0.978
N5 -0.9396 0.7522 -0.8673  0.910
C15 -2.1262 0.0060 -0.6985  -0.029
C16 -2.5734 -0.8357 -1.7184  -0.336
C17 -3.7288 -1.5792 -1.5502  -0.750
C18 -4.4346 -1.5077 -0.3548  -0.851
C19 -3.9894 -0.6735 0.6628  -1.036
C20 -2.8479 0.0924 0.4923  -0.532
H10 -1.0317 5.9632 -0.2073  0.469
H11 -3.1567 4.7203 -0.4469  0.475
H12 -3.1465 2.2945 -0.7584  0.501
H13 1.1668 2.3184 -0.4641  0.230
H14 1.1274 4.7459 -0.2659  0.497
H15 -2.0315 -0.8697 -2.6532  0.304
H16 -4.0831 -2.2144 -2.3513  0.514
H17 -5.3313 -2.0964 -0.2187  0.425
H18 -4.5342 -0.6173 1.5957  0.494
H19 -2.4896 0.7301 1.2894  0.836
C21 -0.6499 -2.8303 -0.1384  -0.766
As1 0.4995 -2.2629 -1.5737  1.007
C22 2.0823 -3.3112 -1.2497  -1.251
C23 -0.1549 -3.0273 -3.2198  -1.188
H20 -0.8231 -3.8982 -0.2750  0.603
H21 -1.5951 -2.2980 -0.1289  0.094
H22 -0.1192 -2.6587 0.7973  0.206
H23 1.7440 -4.3447 -1.1698  0.548
H24 2.5496 -3.0073 -0.3167  0.380
H25 2.7897 -3.2159 -2.0695  0.408
H26 -0.2856 -4.0979 -3.0616  0.489
H27 0.5876 -2.8716 -4.0014  0.378
H28 -1.1030 -2.5901 -3.5203  0.304
C24 -1.1564 -0.9871 3.3233  -1.253
As2 -0.0408 0.4618 2.6141  0.739
C25 -1.0052 1.9924 3.3632  -1.363
C26 1.4521 0.3745 3.9150  -1.347
C27 1.0398 0.1784 5.3420  0.608
C28 0.9253 -1.1007 5.8816  -0.240
C29 0.5204 -1.2848 7.1952  -0.717
C30 0.2243 -0.1887 7.9927  -0.508
C31 0.3459 1.0908 7.4706  -0.657
C32 0.7519 1.2717 6.1563  -0.331
H29 -1.4954 -0.7631 4.3340  0.498
H30 -0.5666 -1.9037 3.3605  0.347
H31 -2.0179 -1.1534 2.6763  0.231
H32 -1.3332 1.7980 4.3834  0.433
H33 -1.8717 2.2312 2.7452  0.360
H34 -0.3426 2.8584 3.3602  0.378
H35 1.9969 1.3124 3.7892  0.575
H36 2.1029 -0.4328 3.5746  0.544
H37 1.1721 -1.9633 5.2721  0.329
H38 0.4452 -2.2854 7.6003  0.402
H39 -0.0868 -0.3305 9.0188  0.405
H40 0.1359 1.9515 8.0918  0.396
H41 0.8617 2.2762 5.7634  0.372

## Properties
HOMO level (spin up / spin down): -0.448 / -0.447 Eh
expectation value of S²: 0.786
maximum force: 0.8 eV/A
2S+1: 2
orbital gap (spin up / spin down): 5.22 / 4.69 eV
total charge: +2

# 2
Molecular formula: C4H6Br2O
Method: DFT, the ωB97M-V functional and the def2-TZVPD basis

Last column: Mulliken charge in e.
Positions of all 13 atoms, in Å:
C1 1.2690 0.2259 0.2612  0.642
C2 0.8348 0.5626 1.6389  -0.862
C3 -1.0768 -0.4130 -1.9585  -0.595
C4 -1.4433 -0.1972 -0.7383  -0.262
O1 1.1147 0.8305 -0.7459  -0.414
Br1 2.3588 -1.5349 0.2142  -0.239
Br2 -2.2630 -1.3084 0.5235  -0.112
H1 1.6293 0.2067 2.3690  0.355
H2 -0.2039 0.1045 1.9512  0.212
H3 0.6332 1.6558 1.8243  0.297
H4 -0.6036 0.3319 -2.5420  0.254
H5 -1.1389 -1.2431 -2.5279  0.340
H6 -1.1104 0.7787 -0.2697  0.384

## Properties
HOMO level: -0.357 Eh
maximum force: 3.4 eV/A
2S+1: 1
orbital gap: 10.18 eV
total charge: 0

# 3
Molecular formula: C2H12O4
Method: DFT, the ωB97M-V functional and the def2-TZVPD basis

Last column: Mulliken charge in e.
Positions of all 18 atoms, in Å:
C1 -2.0241 2.0506 1.3521  -0.469
C2 -1.8789 0.7135 1.6316  -0.471
H1 -2.6447 2.3131 0.5435  0.269
H2 -1.3245 2.7269 1.8176  0.220
H3 -2.5188 0.0516 1.0918  0.187
H4 -1.2598 0.2947 2.4050  0.246
H5 -1.6068 -2.9335 0.1286  0.334
H6 -0.1518 -2.3486 0.5952  0.346
O1 -1.0959 -2.1172 0.3524  -0.680
H7 -0.4975 -2.0620 -1.5534  0.381
H8 0.1086 -0.7164 -1.8608  0.341
O2 -0.0314 -1.5574 -2.2791  -0.731
H9 1.7815 -1.1331 -1.6666  0.345
H10 2.4286 0.2697 -2.1101  0.296
O3 2.4030 -0.4705 -1.5647  -0.618
H11 2.0488 1.6375 1.9204  0.314
H12 2.4964 2.0007 0.3571  0.310
O4 1.7940 2.0594 1.0452  -0.620

## Properties
HOMO level: -0.353 Eh
maximum force: 4.4 eV/A
2S+1: 1
orbital gap: 9.88 eV
total charge: 0

# 4
Molecular formula: C21H43N2O4
Method: DFT, the ωB97M-V functional and the def2-TZVPD basis

Last column: Mulliken charge in e.
Positions of all 70 atoms, in Å:
C1 0.7084 4.1338 -1.3035  -1.022
C2 1.9496 3.3203 -1.0975  0.780
O1 3.0605 3.7604 -1.1102  -0.544
O2 1.6791 1.9988 -0.9127  -0.158
C3 2.6906 1.2166 -0.2730  -1.845
C4 2.4018 1.0597 1.2158  2.544
C5 3.3469 -0.0007 1.7874  -1.857
C6 2.4863 2.3829 1.9736  -1.675
C7 3.8774 3.0254 1.9396  -0.517
C8 3.9917 4.3550 2.7311  -0.906
C9 2.6893 5.0464 3.1345  -0.408
N1 2.0151 4.5011 4.3233  -0.578
O3 1.0406 0.5052 1.2752  -0.154
C10 0.1040 1.1121 2.0568  -0.044
O4 -0.2809 0.6517 3.0843  -0.529
H1 0.7534 4.5846 -2.2946  0.387
H2 0.7003 4.9439 -0.5759  0.304
H3 -0.1930 3.5321 -1.2317  0.143
H4 3.6732 1.6527 -0.4419  0.502
H5 2.6765 0.2305 -0.7385  0.539
H6 2.7992 -0.9349 1.8966  0.377
H7 4.1891 -0.1864 1.1189  0.434
H8 3.7380 0.2848 2.7621  0.388
H9 1.7652 3.0803 1.5392  0.217
H10 2.2036 2.2029 3.0124  0.772
H11 4.1751 3.2158 0.9113  0.320
H12 4.5871 2.3128 2.3643  0.314
H13 4.5512 5.0595 2.1127  0.361
H14 4.5914 4.2086 3.6326  0.374
H15 2.9146 6.0954 3.3293  0.414
H16 1.9848 5.0514 2.2965  0.105
H17 2.3852 3.5879 4.5594  0.243
H18 2.2235 5.0790 5.1280  0.283
H19 -0.3325 2.0191 1.6079  0.463
C11 -5.0635 -2.9226 -2.8564  -1.431
C12 -3.9639 -1.8645 -2.8337  -0.181
C13 -2.5903 -2.4189 -3.2119  -0.811
C14 -1.9311 -3.4490 -2.3087  -0.937
N2 -1.4770 -3.0344 -0.9229  0.373
C15 -2.6031 -3.0580 0.0819  -0.540
C16 -2.8698 -4.5323 0.3476  -0.721
C17 -1.5058 -5.2275 0.1637  -0.617
C18 -0.5797 -4.1482 -0.4009  -0.647
C19 -0.6980 -1.7341 -0.9157  -1.004
C20 -1.4868 -0.4224 -0.8016  0.414
C21 -1.2946 0.5649 -1.9517  -1.431
H20 -4.8423 -3.7614 -2.1910  0.214
H21 -6.0162 -2.5010 -2.5388  0.400
H22 -5.1967 -3.3244 -3.8615  0.408
H23 -3.9477 -1.3727 -1.8610  0.062
H24 -4.2074 -1.0761 -3.5482  0.482
H25 -1.8867 -1.6123 -3.4190  0.303
H26 -2.7015 -2.9461 -4.1648  0.598
H27 -1.0248 -3.7922 -2.8058  0.342
H28 -2.5736 -4.3173 -2.1723  0.611
H29 -2.2347 -2.5396 0.9676  0.569
H30 -3.4658 -2.5321 -0.3093  0.370
H31 -3.6001 -4.9214 -0.3605  0.157
H32 -3.2900 -4.6758 1.3401  0.514
H33 -1.5810 -6.0882 -0.4972  0.305
H34 -1.1064 -5.5853 1.1099  0.346
H35 0.0678 -4.4812 -1.2068  0.502
H36 0.0325 -3.7143 0.3851  0.417
H37 -0.0558 -1.7534 -1.7972  0.469
H38 -0.0510 -1.8065 -0.0438  0.352
H39 -1.1178 0.0519 0.1041  -0.302
H40 -2.5468 -0.5901 -0.6226  0.454
H41 -0.2514 0.6024 -2.2666  0.354
H42 -1.5721 1.5668 -1.6270  0.251
H43 -1.9133 0.3286 -2.8168  0.330

## Properties
HOMO level: -0.406 Eh
maximum force: 0.4 eV/A
2S+1: 1
orbital gap: 8.87 eV
total charge: +1

# 5
Molecular formula: C13H21BN6OW
Method: DFT, the ωB97M-V functional and the def2-TZVPD basis

Last column: Mulliken charge in e.
Positions of all 43 atoms, in Å:
H1 -0.0328 3.1524 0.8281  0.465
N1 0.2577 1.8215 -0.8058  -0.190
B1 0.7442 0.7892 -3.1292  -0.137
N2 0.6192 1.9692 -2.1515  0.004
C1 0.7731 3.2636 -2.3875  0.043
W1 0.0067 -0.1270 -0.1697  1.775
H2 1.0363 3.5760 -3.3675  0.526
C2 0.5334 3.9856 -1.2230  -1.249
H3 0.5677 5.0330 -1.0988  0.469
C3 0.2239 3.0695 -0.2255  0.099
H4 1.1943 1.2020 -4.1547  -0.027
C4 -2.1512 -2.8816 1.5633  -0.858
H5 -2.4676 -3.1944 2.5509  0.308
H6 -1.1668 -3.2522 1.3883  0.277
H7 -2.8187 -3.2733 0.8069  0.361
N3 -0.6617 0.2010 -3.4622  0.439
N4 1.6437 -0.3234 -2.5864  0.035
N5 -1.4392 -0.3072 -2.4299  -0.488
N6 1.5033 -0.8117 -1.2683  -0.225
C5 -1.2974 0.1581 -4.6569  -0.064
C6 2.6482 -0.9678 -3.1749  0.051
H8 -0.7898 0.5265 -5.5358  0.431
H9 2.9079 -0.7438 -4.1984  0.499
C7 -2.5693 -0.3866 -4.4546  -0.749
C8 3.2062 -1.8766 -2.2710  -1.060
C9 -2.6168 -0.6709 -3.0607  -0.429
C10 2.4857 -1.7442 -1.0834  -0.008
H10 -3.3068 -0.5341 -5.2219  0.431
H11 4.0232 -2.5397 -2.4584  0.442
H12 -3.4683 -1.1088 -2.5515  0.457
H13 2.5846 -2.2334 -0.1305  0.519
H14 -2.1790 -1.8021 1.5239  -0.056
C11 -1.9468 0.3666 3.5325  -1.503
C12 -0.8620 0.7207 2.5159  0.775
C13 0.2905 1.4655 3.1413  -1.477
O1 -0.3738 -0.4631 1.8488  -0.544
H15 -1.5326 -0.2681 4.3080  0.380
H16 -2.7832 -0.1391 3.0619  0.386
H17 -2.3138 1.2797 3.9894  0.413
H18 -1.3263 1.3506 1.7244  0.274
H19 0.7376 0.8551 3.9218  0.432
H20 1.0652 1.7000 2.4166  0.349
H21 -0.0590 2.3931 3.5853  0.424

## Properties
HOMO level (spin up / spin down): -0.573 / -0.573 Eh
expectation value of S²: 2.037
maximum force: 5.3 eV/A
2S+1: 3
orbital gap (spin up / spin down): 5.66 / 6.45 eV
total charge: +2

# 6
Molecular formula: C45H36BrCuN2O5P2Se2
Method: DFT, the ωB97M-V functional and the def2-TZVPD basis

Last column: Mulliken charge in e.
Positions of all 94 atoms, in Å:
Cu1 -0.7062 -0.1005 -0.1477  -0.054
Se1 1.5512 3.2959 -0.5040  -0.397
P1 1.8138 2.2565 1.3712  0.585
Se2 0.7844 0.3989 1.8604  -0.668
C1 1.4758 3.4611 2.7123  0.876
C2 0.8072 3.0934 3.8756  -0.530
C3 0.5728 4.0333 4.8749  -0.585
C4 1.0088 5.3414 4.7221  -0.425
C5 1.6704 5.7157 3.5582  -0.719
C6 1.8940 4.7834 2.5556  -0.456
C7 3.6295 1.9387 1.5390  0.711
C8 4.5442 2.9349 1.1830  -0.477
C9 5.9080 2.6849 1.2074  -0.635
C10 6.3822 1.4292 1.5744  -0.482
C11 5.4837 0.4364 1.9303  -0.649
C12 4.1139 0.6903 1.9182  -0.258
H1 0.4622 2.0742 3.9864  0.303
H2 0.0397 3.7388 5.7710  0.391
H3 0.8213 6.0719 5.5000  0.354
H4 2.0034 6.7393 3.4252  0.379
H5 2.3704 5.0856 1.6306  0.222
H6 4.1799 3.9010 0.8546  0.204
H7 6.6032 3.4664 0.9195  0.383
H8 7.4469 1.2260 1.5697  0.363
H9 5.8428 -0.5486 2.2071  0.426
H10 3.4094 -0.0868 2.1849  0.303
O1 -1.4442 1.7273 -0.4002  -0.722
C13 -1.7876 1.0563 -1.3357  0.267
C14 -2.4293 0.6851 -2.4998  0.382
C15 -3.2015 1.5915 -3.2885  -1.014
C16 -3.7608 1.1438 -4.4600  -0.407
C17 -3.5887 -0.1786 -4.9008  -0.982
C18 -2.8456 -1.0723 -4.1201  -0.238
C19 -2.2869 -0.6713 -2.9307  0.520
P2 -1.1875 -1.6236 -1.8399  1.631
C20 -1.8165 -3.3029 -1.5404  0.154
C21 -3.0709 -3.7343 -1.9534  -0.407
C22 -3.5042 -5.0145 -1.6397  -0.689
C23 -2.6974 -5.8666 -0.8953  -0.555
C24 -1.4554 -5.4315 -0.4552  -0.705
C25 -1.0190 -4.1526 -0.7763  -0.456
C26 0.1227 -1.9754 -3.1133  0.999
C27 0.7300 -0.8605 -3.7067  -0.455
C28 1.6829 -1.0049 -4.6995  -0.507
C29 2.0411 -2.2777 -5.1377  -0.690
C30 1.4422 -3.3871 -4.5686  -0.688
C31 0.4953 -3.2377 -3.5541  -0.662
H11 -3.3329 2.6128 -2.9558  0.534
H12 -4.3415 1.8338 -5.0623  0.375
H13 -4.0323 -0.5059 -5.8319  0.420
H14 -2.6970 -2.0927 -4.4605  0.477
H15 -3.7219 -3.0510 -2.4852  0.488
H16 -4.4827 -5.3437 -1.9673  0.413
H17 -3.0441 -6.8631 -0.6470  0.370
H18 -0.8332 -6.0809 0.1481  0.427
H19 -0.0516 -3.8067 -0.4291  0.404
H20 0.4425 0.1342 -3.3789  0.380
H21 2.1542 -0.1290 -5.1300  0.452
H22 2.7847 -2.3962 -5.9174  0.375
H23 1.7042 -4.3803 -4.9125  0.421
H24 0.0472 -4.1206 -3.1172  0.331
Br1 -6.5516 -1.2844 0.1178  -0.192
C32 -5.6419 -1.8796 1.6770  0.183
C33 -6.4616 -2.3756 2.6866  -0.556
C34 -5.9120 -2.8347 3.8724  -0.447
C35 -4.5396 -2.7843 4.0572  -0.632
C36 -3.7353 -2.2647 3.0556  -0.564
C37 -4.2586 -1.8074 1.8446  0.262
C38 -3.2449 -1.2912 0.8145  0.603
O2 -3.5130 -1.4043 -0.3924  -0.115
O3 -2.1822 -0.8191 1.3091  -0.817
H25 -7.5317 -2.4020 2.5294  0.391
H26 -6.5601 -3.2195 4.6511  0.360
H27 -4.0978 -3.1434 4.9795  0.379
H28 -2.6640 -2.1888 3.1838  0.401
O4 4.7521 3.5744 -4.0600  -0.541
C39 5.4293 3.1835 -2.8670  -0.599
N1 4.7850 2.1127 -2.1742  0.417
C40 5.2145 0.8181 -2.2437  -0.015
O5 6.2872 0.4843 -2.7203  -0.728
C41 4.2790 -0.1693 -1.6211  0.449
C42 4.7478 -1.3757 -1.1361  -0.260
C43 3.8552 -2.2264 -0.5029  -1.487
C44 2.5304 -1.8261 -0.3797  -0.142
N2 2.0526 -0.7040 -0.9159  1.085
C45 2.9175 0.0851 -1.5399  -1.124
H29 3.8433 3.7951 -3.8298  0.307
H30 5.5197 4.0329 -2.1900  0.287
H31 6.4117 2.8420 -3.1696  0.398
H32 3.9287 2.3254 -1.6666  -0.238
H33 5.8002 -1.6140 -1.2356  0.490
H34 4.1795 -3.1736 -0.0885  0.444
H35 1.8184 -2.4193 0.1890  0.359
H36 2.4906 0.9790 -1.9701  0.836

## Properties
HOMO level (spin up / spin down): -0.139 / -0.194 Eh
expectation value of S²: 0.787
maximum force: 1.2 eV/A
2S+1: 2
orbital gap (spin up / spin down): 6.11 / 7.61 eV
total charge: -1